[1]
63
Properties=species:S:1:pos:R:3:forces:R:3 method="wB97M-V/def2-TZVPD" orbital_gap_ha=0.185 de_lowest_kj_mol=59.4 mol_weight_g_mol=963.6 charge=-2 spin_multiplicity=1
Sn 2.18164 -0.44024 1.62787 0.167 -0.010 0.365
I 1.62542 -2.06889 4.05007 0.081 0.129 -0.241
C 3.35475 0.75801 3.17744 -0.269 -0.056 -0.069
I 4.07740 2.73903 2.70579 0.082 -0.038 -0.021
H 4.22398 0.19735 3.51406 0.050 0.034 -0.042
H 2.70072 0.91892 4.03327 0.052 -0.003 0.027
C -2.15304 0.08892 3.19353 -0.033 0.028 -0.065
Si -1.89337 0.75691 1.45326 -0.085 -0.101 0.032
C -2.11289 -0.63169 0.22091 0.033 0.106 0.045
C -3.02481 2.24403 1.03607 0.086 -0.016 0.009
C -4.39123 2.43061 0.83015 -0.036 0.038 -0.015
C -4.87097 3.67317 0.43702 0.014 -0.020 0.014
C -3.99272 4.73839 0.24749 0.033 -0.005 0.010
C -2.63040 4.56965 0.45885 -0.054 0.036 -0.010
C -2.13654 3.32829 0.85595 0.018 -0.127 0.050
Si -0.43677 2.59242 1.31057 0.107 0.143 0.045
C 0.08514 3.22681 3.01011 -0.052 -0.007 -0.073
C 0.91606 2.97879 0.07633 -0.098 0.002 -0.014
H -3.11961 -0.41786 3.27018 0.003 -0.001 -0.004
H -2.11604 0.87839 3.94636 0.004 0.003 0.000
H -1.37325 -0.64236 3.42440 0.003 0.010 0.002
H -3.17240 -0.70907 -0.04406 0.005 -0.028 0.006
H -1.78179 -1.58402 0.63836 0.022 -0.007 -0.010
H -1.52788 -0.47498 -0.68423 -0.006 0.035 -0.023
H -5.08553 1.60630 0.96266 -0.005 0.006 -0.006
H -5.93253 3.81873 0.26835 -0.001 -0.005 -0.001
H -4.37957 5.70137 -0.06801 0.003 0.002 0.001
H -1.95737 5.40814 0.30715 -0.006 0.004 0.003
H 0.25482 4.30698 2.97662 0.030 -0.009 0.002
H 1.02001 2.75859 3.32606 -0.025 0.007 0.008
H -0.67996 3.02313 3.76189 -0.006 -0.006 -0.008
H 0.91433 4.05709 -0.11778 0.016 -0.006 0.019
H 0.76317 2.44269 -0.85863 0.001 -0.010 -0.014
H 1.90330 2.71438 0.45989 -0.014 -0.021 -0.008
Te 0.64397 -3.37628 -0.38599 -0.033 -0.020 -0.108
C 0.44288 -5.43558 0.00637 0.031 -0.002 0.058
C 0.07140 -6.46193 -0.82646 0.006 0.010 -0.011
C 0.03274 -7.73696 -0.19597 -0.004 -0.015 -0.007
C 0.37585 -7.68415 1.12223 0.002 0.015 -0.009
S 0.74507 -6.06752 1.58178 -0.018 -0.047 -0.020
H -0.16522 -6.29246 -1.86817 -0.003 -0.003 0.002
H -0.23812 -8.65482 -0.70445 0.000 0.001 0.001
H 0.42893 -8.50188 1.82446 0.007 0.013 0.014
C -1.08574 0.82904 -3.50416 0.016 -0.024 0.015
N 0.10704 0.03548 -3.69696 -0.011 0.043 -0.048
C 0.31322 -0.48706 -5.02525 -0.009 -0.023 0.025
C 0.95311 -0.19416 -2.64039 0.039 -0.211 0.064
C 2.22111 -0.96293 -2.90747 0.023 0.054 0.018
O 0.67534 0.19851 -1.51999 -0.054 0.160 -0.019
H -1.10418 1.66596 -4.21041 -0.008 0.002 -0.001
H -1.09282 1.21481 -2.48880 0.010 0.004 -0.001
H -1.98632 0.22587 -3.65621 0.000 -0.007 -0.004
H -0.64019 -0.84396 -5.42365 -0.001 -0.009 -0.003
H 0.99809 -1.32884 -5.00901 0.006 0.004 0.000
H 0.70325 0.27433 -5.71284 -0.005 0.003 0.000
H 2.72842 -0.63262 -3.81506 0.007 0.008 0.005
H 1.99039 -2.02854 -2.98045 -0.006 0.002 0.001
H 2.88161 -0.82970 -2.05493 -0.009 -0.001 -0.035
F 5.12484 -1.12216 -1.12385 0.047 -0.019 -0.043
B 4.98919 -0.36008 0.01985 -0.203 -0.053 0.128
F 4.14011 0.74036 -0.20579 0.054 -0.122 0.044
F 6.20353 0.01526 0.55149 0.065 0.057 0.008
F 4.29043 -1.18599 1.04212 -0.067 0.072 -0.092


[2]
57
Properties=species:S:1:pos:R:3:forces:R:3 method="wB97M-V/def2-TZVPD" orbital_gap_ha=0.292 de_lowest_kj_mol=2549.1 mol_weight_g_mol=437.5 spin_multiplicity=1
C 7.79006 0.60436 3.00226 -0.964 3.546 -5.781
H 8.00911 0.15646 3.86783 0.600 -1.677 3.268
O 6.29448 0.71980 2.95728 4.443 -3.353 4.301
C 5.63535 1.33321 2.09413 -1.513 4.455 -4.371
C 4.18474 1.47604 2.37177 7.066 -5.787 5.832
C 3.53678 1.86967 1.37664 -8.330 2.576 -2.026
C 4.15350 2.33837 0.30069 -2.847 6.041 -9.320
C 5.43748 2.56950 -0.05596 4.141 -2.184 0.829
C 6.29474 1.99380 0.92484 -5.494 -0.927 2.373
H 7.27972 1.89424 0.82612 3.889 -0.289 -0.367
H 6.02993 2.87246 -1.06424 -2.441 -0.261 2.398
H 3.52896 3.01798 -0.69137 0.741 -2.530 3.395
C 1.94844 2.01304 1.56870 6.545 -1.107 -4.937
N 1.23033 2.37048 0.51670 -0.514 0.189 5.824
C -0.05535 2.32627 1.16372 12.232 -6.321 7.522
C 0.24334 1.43663 2.42502 -12.064 3.401 -3.297
O 1.40831 1.29896 2.65923 7.245 1.559 -1.489
C -0.76405 0.93413 3.42153 -4.436 3.049 -6.901
H -1.47855 1.81598 3.61562 1.077 -1.447 0.235
H -1.37986 0.17402 2.84424 0.647 0.581 0.963
H -0.24206 0.60551 4.15142 2.794 -2.379 5.541
C -1.08558 2.46826 0.46974 -11.818 5.453 -6.181
H -1.05369 3.31791 -0.32736 0.294 -0.244 1.756
H -1.94447 2.68102 1.18968 0.227 -0.178 -1.336
S -1.85756 1.32833 -0.64113 7.862 -12.286 10.124
O -2.03887 0.00270 0.43605 1.947 4.313 -3.529
O -3.12413 1.48571 -1.01061 -9.341 3.925 -4.940
C -0.51661 0.78600 -1.81921 -5.646 -10.735 5.549
C -0.82139 -0.51042 -2.41834 -6.595 4.165 -4.886
O -0.22303 -1.48872 -2.53459 2.677 -3.155 0.729
N -2.02796 -0.21672 -3.31244 0.427 1.383 3.027
H -2.69546 0.60136 -2.86314 1.915 -3.135 -1.737
C -2.66011 -1.37756 -3.96976 -2.210 4.274 0.534
H -1.93685 -2.09533 -3.89507 1.807 -2.079 -0.737
C -3.90362 -1.84511 -3.13123 -2.313 2.682 -14.040
N -3.59715 -2.14125 -1.99431 -2.342 4.244 13.707
C -2.91570 -3.10966 -1.57954 10.407 -12.220 0.013
H -1.81985 -3.44517 -2.05508 -2.171 1.890 0.367
C -2.49499 -3.33477 -0.07156 0.500 -1.084 -3.714
O -3.53494 -3.42430 0.66841 -9.318 -1.444 6.760
C -4.53875 -2.38981 0.54442 12.331 1.914 -7.261
C -4.64359 -2.30626 -0.98206 -7.847 5.922 -0.026
H -5.34917 -1.19768 -1.09455 1.782 -2.797 0.211
H -5.49859 -2.99159 -1.12353 0.889 -0.699 -1.593
H -5.28353 -2.19755 1.06388 -7.633 -0.711 4.774
H -4.07926 -1.35558 0.74933 0.684 -1.186 0.197
H -2.07492 -4.29078 0.27918 1.423 0.313 -1.731
H -2.10709 -2.50792 0.32878 3.746 3.533 0.438
H -3.39510 -4.09957 -1.95118 -0.008 0.361 0.726
H -4.12183 -2.76731 -3.72939 -1.101 -0.091 -0.325
H -4.70089 -1.05214 -3.33518 0.754 -1.189 0.933
H -2.94902 -0.96351 -4.98478 0.279 -1.389 0.907
H 0.21458 0.62012 -1.24757 6.023 -0.553 4.897
H -0.52180 1.56362 -2.18649 1.059 13.084 -8.712
H 3.79786 0.74754 3.17267 0.500 1.796 -0.877
H 8.19372 -0.09443 2.06721 -1.056 2.181 2.310
H 8.22396 1.77968 3.01256 -0.951 -3.392 -0.330


[3]
12
Properties=species:S:1:pos:R:3:forces:R:3 method="wB97M-V/def2-TZVPD" orbital_gap_ha=0.317 de_lowest_kj_mol=120.3 mol_weight_g_mol=128.2 spin_multiplicity=1
N 1.50245 -1.55977 -3.06634 0.303 0.524 1.226
C 1.55783 -1.08090 -2.00587 -0.847 -0.996 -2.001
C 1.42294 -0.49881 -0.74850 0.218 1.253 2.240
C 0.24646 -0.31079 -0.05643 0.177 0.807 0.250
N -1.04546 -0.60871 -0.37348 1.834 -1.008 -1.177
S 0.56809 0.54369 1.53827 -0.573 -0.055 -0.720
C -0.92600 1.42364 1.95900 -1.833 -1.754 -1.520
O -2.04304 1.19623 1.44905 2.968 1.397 1.811
H 2.32242 -0.02939 -0.26845 -0.897 -0.761 -0.657
H -1.15978 -1.04215 -1.29455 -0.193 0.368 0.612
H -1.80207 -0.13315 0.06705 -0.337 0.284 0.341
H -0.64385 2.10011 2.80024 -0.820 -0.059 -0.406